The molecule C5H8N2O2 at a distorted geometry, computed with ωB97M-V/def2-TZVPD.

Element x y z (Å)
1 C -1.30767 -2.56525 0.53841
2 N -0.57364 -1.30113 0.44549
3 C -0.65858 -0.47441 -0.74234
4 C 0.23296 0.73104 -0.60230
5 C 1.42021 0.78194 0.10431
6 C 1.85796 2.13491 0.12418
7 O 2.77468 2.63790 0.73590
8 N 0.94741 2.86343 -0.56467
9 O -0.12310 2.01798 -0.94982
10 H -2.36634 -2.34604 0.61594
11 H -1.02480 -3.13504 1.43783
12 H -1.09472 -3.19468 -0.33701
13 H -0.68162 -0.74859 1.31173
14 H -0.38819 -1.06470 -1.64469
15 H -1.69731 -0.11662 -0.82087
16 H 1.91729 -0.03640 0.59809
17 H 0.76545 3.81567 -0.25019

Output
Maximum force, eV/A: 3.7
Relative energy (zero: lowest compared OMol25 entry of this formula, charge and spin), kJ/mol: 333.4
Frontier orbital gap, eV: 9.78
Highest occupied orbital energy, Eh: -0.3317
Total charge: 0